No. 1
Below is a cluster of 2 separate species, C4H12 in total, with properties calculated with the ωB97M-V functional and the def2-TZVPD basis.

Values from the calculation:
Relative energy (zero: lowest compared OMol25 entry of this formula, charge and spin) in kcal/mol: 12.5
Gap between HOMO and LUMO in Eh: 0.460
HOMO level in eV: -11.39
Electronic energy in eV: -4341.9841
SMILES: CC.CC
LUMO in eV: 1.14
Net charge: 0

Last column: natural (NBO) charge in e.
Atoms and positions in Å:
H1 -3.59 -0.92 1.16  0.203
H2 3.46 -0.28 -1.69  0.207
C1 3.15 0.14 -0.75  -0.615
H3 1.11 0.90 -0.78  0.204
H4 3.75 -0.46 -0.02  0.203
H5 -1.63 0.62 -0.38  0.201
C2 -2.22 0.58 0.47  -0.611
H6 -1.66 1.03 1.29  0.204
C3 1.71 0.15 -0.34  -0.608
H7 -2.76 -1.37 -0.40  0.204
H8 -1.95 -1.53 1.14  0.206
C4 -2.66 -0.88 0.60  -0.609
H9 -3.00 1.27 0.26  0.202
H10 1.55 0.44 0.76  0.203
H11 3.49 1.15 -0.82  0.203
H12 1.25 -0.85 -0.52  0.203

---

No. 2
Below is the ion C2H5NO2 with charge +1, with properties calculated with the ωB97M-V functional and the def2-TZVPD basis.

Values from the calculation:
Relative energy (zero: lowest compared OMol25 entry of this formula, charge and spin) in kcal/mol: 22.7
Spin multiplicity: 2
Gap between HOMO and LUMO (spin up / spin down) in Eh: 0.475 / 0.270
HOMO level (spin up / spin down) in eV: -17.43 / -17.13
Electronic energy in eV: -7730.0684
LUMO (spin up / spin down) in eV: -4.49 / -9.79
Net charge: +1
<S²>: 0.78

Last column: natural (NBO) charge in e.
Atoms and positions in Å:
H1 1.92 0.88 0.50  0.511
C1 0.34 -0.16 0.96  0.046
H2 -1.22 -0.08 -2.16  0.200
O1 1.69 -0.04 0.72  -0.598
C2 -1.09 0.26 -1.13  0.452
H3 -0.17 0.73 1.32  0.238
O2 -1.65 1.19 -0.61  -0.298
H4 0.24 -1.29 -0.86  0.442
N1 -0.20 -0.50 -0.37  -0.230
H5 0.14 -0.99 1.63  0.237

---

No. 3
Below is a structure of composition C18H33Cl4NO3Si4TeTi, with properties calculated with the ωB97M-V functional and the def2-TZVPD basis.

Values from the calculation:
Relative energy (zero: lowest compared OMol25 entry of this formula, charge and spin) in kcal/mol: 12.7
Spin multiplicity: 2
Gap between HOMO and LUMO (spin up / spin down) in Eh: 0.235 / 0.248
HOMO level (spin up / spin down) in eV: -4.25 / -4.59
Electronic energy in eV: -138849.4167
LUMO (spin up / spin down) in eV: 2.15 / 2.15
Net charge: -1
<S²>: 0.75

Last column: natural (NBO) charge in e.
Atoms and positions in Å:
C1 3.53 -0.61 1.73  -0.950
H1 -1.03 0.69 -3.72  0.238
Cl1 -1.30 3.20 6.18  0.012
C2 -1.63 -4.01 -0.41  -1.097
Cl2 2.47 5.52 3.02  -0.014
H2 -3.60 -1.52 0.88  0.223
H3 1.02 -2.60 0.54  0.243
H4 0.24 -3.43 2.11  0.222
H5 4.07 -0.27 2.60  0.204
Si1 -1.24 -1.58 -3.42  1.293
O1 2.38 2.75 1.61  -0.784
C3 -0.19 3.07 4.85  -0.083
H6 0.45 -1.70 2.01  0.256
H7 -1.45 1.24 1.76  0.266
H8 -1.53 -4.63 0.43  0.223
C4 -0.14 1.96 4.08  -0.152
C5 4.53 -0.99 0.68  -0.510
H9 -0.83 -4.31 -1.12  0.228
C6 4.88 0.17 -0.21  0.718
O2 0.63 0.84 2.13  -0.803
H10 0.12 -0.13 -4.74  0.245
C7 0.24 -2.56 1.37  -1.123
H11 0.99 -2.40 -3.90  0.255
H12 -2.63 -4.11 -0.81  0.223
H13 -1.60 0.12 -5.19  0.225
N1 5.89 0.10 -1.12  -0.816
H14 -3.53 -1.69 -4.07  0.222
H15 -3.15 -3.17 -3.39  0.232
C8 0.64 4.18 4.52  -0.104
H16 -4.37 1.17 -1.20  0.220
H17 -3.66 2.76 -1.71  0.226
C9 -2.24 1.66 1.05  -1.129
H18 -3.41 1.22 -2.63  0.216
H19 -3.16 -2.64 2.21  0.232
C10 -0.93 -0.06 -4.42  -1.106
H20 5.45 -1.29 1.22  0.210
H21 -2.40 2.68 1.32  0.235
C11 1.45 4.12 3.41  -0.089
Te1 1.60 -0.16 -1.40  -0.556
C12 -3.07 -2.11 -3.24  -1.084
H22 -0.04 -3.15 -4.93  0.225
H23 5.89 0.86 -1.76  0.409
Ti1 2.26 0.95 0.99  1.554
Si2 -1.36 -2.30 0.35  1.256
H24 -3.57 -1.76 -2.37  0.237
H25 0.16 2.75 -0.65  0.243
H26 -0.05 2.49 -2.28  0.254
C13 0.61 1.91 2.90  0.301
H27 6.54 -0.68 -1.17  0.401
H28 2.85 -1.35 2.17  0.234
H29 4.29 -1.75 0.03  0.239
Si3 -1.82 1.37 -0.76  1.275
H30 -2.52 -0.99 2.04  0.252
Cl3 0.79 5.49 5.68  -0.001
H31 -0.02 -3.92 -3.35  0.240
H32 -1.10 3.76 -1.38  0.232
H33 -3.14 1.10 1.31  0.228
C14 1.50 2.99 2.57  0.226
C15 -3.49 1.69 -1.67  -1.090
C16 -0.01 -2.90 -3.91  -1.119
Cl4 -1.13 0.62 4.52  0.016
Si4 -0.79 -0.69 -1.29  -0.181
C17 -0.70 2.73 -1.42  -1.136
C18 -2.82 -1.91 1.49  -1.109
O3 4.21 1.21 -0.16  -0.652

---

No. 4
Below is a cluster of 18 separate species, C36H72O72S18 in total, with properties calculated with the ωB97M-V functional and the def2-TZVPD basis.

Values from the calculation:
Relative energy (zero: lowest compared OMol25 entry of this formula, charge and spin) in kcal/mol: 292.1
Gap between HOMO and LUMO in Eh: 0.363
HOMO level in eV: -10.21
Electronic energy in eV: -380924.0958
LUMO in eV: -0.33
Net charge: 0

Last column: Mulliken charge in e.
Atoms and positions in Å:
H1 -0.43 -1.01 -3.65  -0.668
C1 -2.71 -0.91 9.11  -0.374
O1 -0.68 -1.06 1.05  -0.102
O2 -5.17 -0.53 2.84  -0.163
O3 2.52 -2.74 -5.62  -0.226
O4 -1.15 -6.09 -3.54  -0.290
O5 -2.37 1.99 7.98  -0.608
H2 -6.61 -0.36 -4.60  0.432
C2 3.78 6.07 2.06  -0.273
H3 5.70 1.16 1.21  -0.442
C3 0.11 -0.21 -1.02  0.351
C4 -6.17 -0.30 -2.49  -0.212
O6 -3.94 4.66 3.00  -0.363
O7 4.64 1.98 3.95  -0.008
H4 8.41 4.04 4.22  0.284
C5 0.68 -8.18 -5.76  -0.264
O8 2.60 -4.43 -7.41  -0.577
O9 -2.40 -6.94 2.87  -0.435
S1 2.21 2.14 -6.79  0.962
C6 2.34 2.54 6.40  0.178
H5 -0.69 4.89 0.11  0.176
O10 0.50 4.38 -2.15  -0.351
O11 4.44 -2.53 -7.16  -0.334
O12 -2.64 -5.15 -1.26  -0.390
O13 -3.02 -3.46 -4.56  -0.323
H6 3.42 3.99 2.29  -0.193
H7 4.70 5.66 1.63  0.308
O14 -0.16 -6.83 1.89  -0.376
H8 -4.31 -5.22 1.84  0.068
H9 4.12 3.83 6.51  0.117
C7 0.22 -6.97 -6.54  0.039
S2 2.85 -2.94 -7.26  1.042
O15 -4.49 -3.50 -2.11  -0.549
O16 4.08 7.03 3.05  -0.449
H10 -1.07 4.71 -8.38  0.341
H11 1.70 -8.12 -5.37  0.263
S3 -6.37 0.57 3.21  0.864
O17 -2.40 -1.04 -5.48  -0.332
C8 -4.84 -4.44 1.29  0.018
C9 -1.36 -0.37 9.70  -0.335
O18 -3.19 6.99 2.78  -0.560
H12 -0.85 -0.33 -6.71  0.115
O19 -0.68 0.08 8.56  -0.352
H13 0.95 -0.82 -1.36  0.187
O20 0.64 0.64 0.00  -0.540
H14 -5.38 -3.77 1.96  0.280
S4 0.13 0.32 1.56  0.176
O21 -1.24 4.90 -6.28  -0.397
S5 1.93 4.32 8.29  1.002
H15 -0.65 -5.49 0.45  0.014
C10 -2.72 3.58 -7.58  -0.417
O22 -4.82 0.64 -4.05  -0.343
C11 -0.84 -7.67 -0.06  0.004
C12 -4.26 1.61 2.19  0.164
O23 1.51 3.62 6.80  -0.167
H16 2.06 1.57 6.79  0.113
H17 -0.24 -8.43 -0.56  0.300
C13 4.95 0.41 0.97  0.717
O24 -3.76 -3.69 4.34  -0.618
O25 -7.34 0.56 2.15  -0.579
H18 -1.19 3.14 0.37  -0.168
C14 5.47 -1.01 1.09  -0.291
H19 -1.39 0.49 10.38  0.325
C15 -1.08 -0.36 -5.65  0.150
S6 -1.38 -7.80 2.41  1.038
O26 3.33 3.43 8.33  -0.459
O27 3.53 -1.29 -1.51  -0.362
H20 1.94 4.77 2.30  -0.256
O28 2.09 5.74 8.15  -0.506
O29 -2.83 5.81 5.05  -0.367
C16 2.95 4.89 2.69  0.609
O30 -0.70 -2.56 -4.85  -0.116
O31 -3.41 2.09 -2.49  -0.626
H21 -4.51 -0.24 0.93  -0.179
O32 0.72 3.61 0.06  0.076
O33 7.01 1.27 3.30  -0.391
S7 -3.94 -4.41 -1.13  0.787
H22 -1.14 6.32 5.86  0.315
H23 7.29 2.73 1.89  0.233
H24 5.73 -2.14 -5.56  0.332
C17 -0.59 3.85 -0.20  0.134
H25 -7.14 0.19 -2.38  0.342
S8 -3.03 5.70 3.43  0.796
O34 -1.49 5.15 3.19  -0.118
O35 -0.26 -8.25 -4.67  -0.442
H26 3.67 -1.92 -4.33  0.121
H27 8.72 2.26 2.74  0.350
O36 5.71 -1.51 -0.19  -0.396
C18 -5.95 -4.96 0.33  -0.544
O37 -3.36 3.73 -6.33  -0.417
O38 -0.90 -8.95 3.22  -0.581
H28 4.50 2.30 7.16  0.137
O39 -5.11 -5.48 -0.67  -0.364
C19 2.17 1.29 -9.15  -0.229
O40 2.19 -2.01 -8.17  -0.478
H29 -2.80 2.53 -7.86  0.312
C20 3.73 -2.83 -4.92  -0.123
H30 0.11 -7.18 -7.60  0.327
H31 -3.40 3.93 -8.35  0.291
H32 0.36 -2.30 3.53  -0.017
H33 -4.62 2.03 1.25  0.319
H34 -0.17 0.49 -1.81  0.017
H35 -1.88 -0.41 -0.47  -0.231
H36 -5.19 -1.28 -4.15  -0.016
C21 3.66 2.99 7.03  -0.080
H37 -1.30 3.60 4.48  0.007
O41 -1.65 -8.34 0.89  -0.327
S9 -1.48 -7.11 -4.57  1.146
O42 6.89 2.88 4.96  -0.393
C22 -0.23 -3.00 4.12  -0.016
O43 -0.77 1.40 1.99  -0.018
C23 -1.63 5.41 5.51  -0.143
H38 -1.52 4.54 -2.03  0.354
H39 0.59 -9.11 -6.31  0.253
H40 -6.26 -1.36 -2.22  0.119
C24 7.46 3.62 3.89  -0.003
S10 -2.33 4.29 -5.11  0.890
H41 4.12 2.24 -9.22  0.333
H42 -1.20 0.72 -5.57  -0.020
O44 2.44 2.85 -1.75  -0.307
C25 -0.13 -6.44 0.58  -0.003
O45 3.60 1.45 -7.40  -0.351
O46 3.16 5.08 4.02  -0.044
H43 -3.33 2.12 2.41  0.020
C26 3.68 1.36 -8.74  -0.482
H44 0.04 -1.72 5.78  -0.041
H45 -6.63 -4.14 0.11  0.233
H46 5.25 -3.87 -6.04  0.341
S11 -2.20 -2.72 -5.49  0.925
C27 -4.24 0.09 1.94  1.080
O47 4.65 0.62 -0.45  -0.221
O48 2.52 5.24 -0.81  -0.591
H47 4.26 0.54 -9.14  0.345
S12 -3.87 0.70 -2.72  0.892
O49 -2.75 -0.43 7.84  -0.342
S13 4.83 -0.72 -1.30  1.000
H48 -6.40 -5.76 0.91  0.432
H49 6.34 -1.20 1.72  0.320
C28 -0.71 3.89 -1.70  0.352
H50 -0.41 3.37 -7.42  -0.320
S14 3.51 6.66 4.55  1.220
O50 -5.34 1.83 3.08  -0.310
H51 4.76 -1.68 1.57  0.244
O51 -1.10 -6.56 -6.05  -0.362
H52 -0.94 -2.00 -0.86  0.423
O52 -3.11 -1.24 4.61  -0.438
H53 -0.80 -1.24 10.06  0.251
O53 -3.01 -0.44 -2.74  0.100
H54 -0.83 2.86 -2.04  -0.293
C29 7.66 2.44 2.88  -0.278
H55 0.87 -6.11 -6.36  0.004
H56 0.13 4.74 4.34  -0.138
H57 3.19 6.70 1.40  0.275
H58 -2.01 4.81 6.33  0.200
O54 0.87 3.80 9.16  -0.488
C30 -5.73 -0.35 -3.95  -0.270
C31 -0.37 -2.72 5.62  -0.066
O55 -1.77 -3.07 5.79  -0.398
O56 -1.28 0.64 6.12  -0.038
H59 6.70 4.37 3.64  -0.040
O57 -1.41 -2.79 3.43  -0.141
H60 -2.70 -2.00 9.16  0.282
H61 -3.60 -0.57 9.63  0.227
C32 -0.32 -1.24 -4.71  0.499
S15 -1.68 0.77 7.50  0.967
C33 -0.96 4.63 4.37  0.361
O58 -2.19 -3.14 -6.88  -0.617
O59 -2.75 -7.80 -4.45  -0.603
S16 5.99 1.55 4.55  0.978
H62 0.75 -1.05 -4.72  0.230
H63 -3.22 -0.31 1.87  -0.658
O60 -6.88 0.46 4.56  -0.558
O61 2.41 3.57 -6.47  -0.600
O62 -1.68 3.26 -4.35  -0.029
S17 1.76 4.00 -1.17  0.750
O63 2.35 7.49 4.78  -0.556
O64 -2.90 5.43 -4.29  -0.620
H64 2.27 2.56 5.31  0.080
O65 6.10 0.59 5.63  -0.575
O66 5.57 -0.35 -2.52  -0.618
O67 -5.19 0.37 -1.73  -0.243
C34 -0.99 -1.03 -0.36  0.090
H65 1.81 0.27 -9.24  0.244
H66 2.22 1.84 -10.09  0.292
C35 -1.22 4.10 -7.49  0.458
O68 1.21 -0.07 2.46  -0.661
O69 1.38 2.00 -8.25  -0.378
H67 4.07 0.58 1.59  -0.012
H68 0.10 -3.45 6.28  0.473
O70 4.68 6.70 5.47  -0.577
H69 -0.09 -4.07 3.99  0.084
O71 1.74 1.13 -5.78  -0.186
C36 4.96 -2.83 -5.89  -0.421
H70 0.86 -6.35 0.14  0.377
H71 3.86 -3.54 -4.10  0.319
O72 -4.04 -3.64 0.33  0.019
H72 -1.46 -7.17 -0.81  0.005
S18 -2.67 -2.66 4.45  1.139

---

No. 5
Below is a structure of composition C5H10N2, with properties calculated with the ωB97M-V functional and the def2-TZVPD basis.

Values from the calculation:
Relative energy (zero: lowest compared OMol25 entry of this formula, charge and spin) in kcal/mol: 97.5
Gap between HOMO and LUMO in Eh: 0.325
HOMO level in eV: -8.19
Electronic energy in eV: -8323.1067
LUMO in eV: 0.65
Net charge: 0

Last column: natural (NBO) charge in e.
Atoms and positions in Å:
H1 2.57 0.98 0.03  0.207
H2 3.10 -0.18 1.37  0.205
C1 0.64 -0.29 -0.88  0.269
H3 -1.84 0.45 0.85  0.219
H4 -2.00 -1.24 0.32  0.206
H5 0.54 1.24 1.03  0.376
C2 -1.25 0.25 -1.31  -0.254
C3 1.12 -0.60 0.47  -0.211
H6 1.04 -1.63 0.83  0.222
H7 -3.11 -0.02 -0.28  0.219
N1 0.19 0.87 -1.22  -0.598
H8 0.62 -1.12 -1.60  0.139
N2 1.02 0.45 1.47  -0.559
C4 2.29 0.26 0.81  -0.214
C5 -2.05 -0.19 -0.02  -0.643
H9 -1.34 -0.55 -2.06  0.187
H10 -1.73 1.15 -1.64  0.229

---

No. 6
Below is an isolated molecule of C2H7N5O, with properties calculated with the ωB97M-V functional and the def2-TZVPD basis.

Values from the calculation:
Relative energy (zero: lowest compared OMol25 entry of this formula, charge and spin) in kcal/mol: 173.2
Gap between HOMO and LUMO in Eh: 0.299
HOMO level in eV: -7.48
Electronic energy in eV: -11677.6995
SMILES: N/N=C/N/N=C/NO
LUMO in eV: 0.66
Net charge: 0

Last column: natural (NBO) charge in e.
Atoms and positions in Å:
N1 -2.23 -0.49 -2.84  -0.619
N2 -1.17 0.22 -2.35  -0.337
H1 -2.98 -0.77 -2.01  0.291
C1 -0.93 0.35 -1.07  0.182
H2 0.88 1.11 -1.00  0.379
H3 2.91 -0.44 2.92  0.308
N3 0.12 0.82 -0.48  -0.440
H4 2.36 1.00 0.84  0.179
H5 0.18 -0.52 2.76  0.469
H6 -1.48 -0.52 -0.63  0.153
O1 1.08 -1.20 2.89  -0.502
N4 0.34 0.43 0.89  -0.372
C2 1.63 0.40 1.27  0.162
N5 1.96 -0.69 2.21  -0.215
H7 -2.68 0.30 -3.41  0.361